DFT (ωB97M-V/def2-TZVPD) results for a 2-piece molecular cluster, C6H14O overall.

Structure (XYZ):
```
21
Properties=species:S:1:pos:R:3:forces:R:3:nbo_charge:R:1
C -3.337 0.464 0.176 -0.699 -0.023 0.382 -0.2873
C -2.037 0.968 -0.263 0.443 0.035 -0.787 -0.4863
C -0.836 0.542 0.598 -0.062 0.099 -0.089 -0.3864
C 0.381 0.325 -0.292 0.030 -0.010 -0.014 -0.3880
C 1.623 -0.202 0.411 0.048 0.026 -0.024 -0.4137
C 2.714 -0.484 -0.607 -0.417 0.172 -0.142 -0.0487
O 3.860 -0.949 0.072 0.361 -0.133 -0.122 -0.7184
H -3.063 -4.637 1.235 0.001 0.003 -0.001 0.0001
H -4.256 0.948 -0.142 0.138 -0.136 0.040 0.1715
H -3.419 -0.411 0.815 0.034 0.112 -0.124 0.1681
H -1.849 0.599 -1.311 -0.097 0.136 0.567 0.2108
H -2.072 2.060 -0.400 0.069 -0.168 0.155 0.2139
H -0.630 1.302 1.364 -0.019 -0.136 -0.113 0.2032
H -1.072 -0.384 1.139 0.011 0.084 -0.132 0.1962
H 0.616 1.267 -0.808 -0.008 -0.135 0.050 0.1953
H 0.090 -0.390 -1.075 0.079 0.097 0.073 0.1911
H 1.996 0.519 1.148 -0.043 -0.080 -0.092 0.2053
H 1.393 -1.128 0.952 0.026 0.114 -0.060 0.2034
H 2.344 -1.230 -1.331 0.108 0.083 0.137 0.1515
H 2.929 0.438 -1.174 0.026 -0.147 0.118 0.1513
H 4.531 -1.159 -0.587 -0.029 0.008 0.179 0.4670
```
Positions in Å, forces in eV/Å.

Properties
Charge   0
Gap between HOMO and LUMO (spin up / spin down)   10.9 / 8.9 eV
E_HOMO (spin up / spin down)   -10.3 / -7.9 eV
Energy above the lowest of the compared OMol25 structures with the same formula, charge and spin   5.160 eV
F_max   0.90 eV/Å